Entry 1:
# C6H12O

A 2-piece molecular cluster, C6H12O overall at a distorted geometry (ωB97M-V/def2-TZVPD, the Open Molecules 2025 dataset).

Each line ends with the Mulliken charge.
Geometry (Å):
H -0.169 -0.052 -1.826  0.2091
H 2.684 1.289 0.281  0.3171
H 1.831 1.075 -2.379  0.3277
C 0.745 -0.048 -1.229  -0.3516
H -3.984 -0.994 -0.018  0.2604
H 0.502 1.995 -0.602  0.3737
C -2.926 -0.895 -0.214  -0.7190
H 1.918 0.090 1.319  0.3091
C 1.780 1.065 0.850  -1.1733
H -0.581 -2.495 1.429  0.2611
H -0.367 1.001 0.483  0.3106
H -0.695 -0.827 2.231  0.2738
C 0.570 1.038 -0.074  -0.4072
C -2.041 -1.222 0.672  0.4066
C -1.026 -1.508 1.440  -0.6930
H 0.879 -1.052 -0.783  0.2431
H -2.649 -0.469 -1.169  0.2297
H 1.662 1.828 1.620  0.3393
O 1.866 0.180 -2.031  -0.5173

Calculated values
M: 100.2 g mol⁻¹
HOMO level: -10.0 eV
Structure (SMILES): C=C=C.CCCO
Energy relative to the best compared isomer or geometry (same formula, charge and spin): 59.8 kcal per mole
Gap between HOMO and LUMO: 10.92 eV

---

Entry 2:
# C3H9N3S2

One molecule with the formula C3H9N3S2 at a distorted geometry (ωB97M-V/def2-TZVPD, the Open Molecules 2025 dataset).

Each line ends with the Mulliken charge.
Geometry (Å):
H 2.583 0.780 -0.739  0.2876
H 2.553 1.528 0.838  0.2660
H 0.203 0.258 2.292  0.2429
C -2.414 -0.310 0.351  -0.7793
H 1.390 2.054 -0.418  0.2524
N 1.083 0.127 0.529  0.3771
S -0.870 -1.066 -2.652  -0.1558
H 1.171 -1.105 2.092  0.2825
S -1.079 -1.543 0.496  -0.1547
H -3.355 -0.840 0.098  0.3127
N 0.224 -0.301 -1.563  -0.4759
H -2.429 0.251 1.297  0.2503
H -2.147 0.293 -0.508  0.3141
C 0.166 -0.542 -0.307  0.4420
H -0.108 -0.687 -3.735  0.1528
N 1.084 -0.051 1.903  -0.8431
C 1.944 1.155 0.026  -0.7716

Calculated values
M: 151.3 g mol⁻¹
HOMO level: -8.0 eV
Structure (SMILES): CS/C(=N\S)N(C)N
Energy relative to the best compared isomer or geometry (same formula, charge and spin): 27.7 kcal per mole
Gap between HOMO and LUMO: 8.55 eV

---

Entry 3:
# CH2N3O3

An isolated ion of composition CH2N3O3 and charge -1 at a distorted geometry (ωB97M-V/def2-TZVPD, the Open Molecules 2025 dataset).

Each line ends with the Mulliken charge.
Geometry (Å):
H -1.125 0.120 -0.719  0.2561
H -0.012 -0.516 0.328  0.2686
O 1.893 -1.054 0.254  -0.7333
N -0.289 0.388 -0.160  -0.4741
O 2.502 -1.819 -2.311  -0.6012
N 0.782 0.488 -1.046  -0.4384
N 1.888 -0.266 -0.745  0.8200
O 3.521 0.182 -2.303  -0.6333
C 2.743 -0.680 -2.005  0.5357

Calculated values
M: 104.0 g mol⁻¹
HOMO level: -4.5 eV
Structure (SMILES): N/N=[N+](\[O-])C(=O)[O-]
Net charge: -1
Energy relative to the best compared isomer or geometry (same formula, charge and spin): 46.1 kcal per mole
Gap between HOMO and LUMO: 8.90 eV

---

Entry 4:
# C34H35F2N5O5SiTl

C34H35F2N5O5SiTl as an isolated structure (ωB97M-V/def2-TZVPD, the Open Molecules 2025 dataset).

Each line ends with the Mulliken charge.
Geometry (Å):
H -1.824 -1.175 4.001  0.2537
N -0.626 2.878 2.525  -0.1692
H -2.077 0.565 4.236  0.1442
C 4.111 -0.186 6.895  -0.9487
C -2.662 3.943 2.055  0.1195
C -1.312 -3.293 -1.648  -0.4046
C -0.258 -1.187 -4.471  0.4206
H -0.627 -2.697 6.525  0.2973
C -3.692 6.396 2.743  -0.3971
C 1.524 1.406 -6.436  -0.8895
C 0.391 0.028 -4.686  0.3529
C -1.922 4.813 2.838  0.1758
N -1.071 -2.904 -2.966  0.2616
H -1.835 6.724 3.807  0.4589
H 1.180 -1.779 -6.898  0.4739
H -2.037 -4.087 -1.526  0.6045
C 0.838 -1.093 -7.672  -0.5696
C -4.437 5.519 1.964  -0.3923
H -0.484 0.606 -7.850  0.4498
C 3.340 -0.303 4.267  0.2763
H 0.216 1.354 7.671  0.3388
Tl 0.171 -0.012 2.248  0.8233
H 1.422 0.551 -1.482  0.6630
C -0.723 -2.759 -0.569  0.0725
C 2.293 -0.315 5.226  0.2335
F 3.012 -0.349 2.944  -0.1768
H -2.391 -3.358 -4.580  0.4566
C 5.087 -0.180 5.906  -0.3333
N 1.004 -0.392 4.873  -0.0669
H 0.306 -1.838 7.751  0.3109
H -4.112 7.361 3.002  0.3609
H -4.493 3.569 1.011  0.4520
H -0.630 -4.585 -5.920  0.2545
C -0.520 1.302 6.865  -1.0164
H -2.815 -0.601 5.338  0.3792
C 0.940 0.069 -2.325  -0.9009
C -3.925 4.270 1.611  -0.3841
O -1.209 -2.364 1.718  -0.5481
H 3.003 -0.166 -6.280  0.3545
C 4.675 -0.236 4.577  -0.7550
O -1.551 -4.435 0.870  -0.7724
F 1.587 1.855 -3.672  -0.3990
H -1.455 -1.658 7.695  0.3236
H 2.722 -0.905 -8.560  0.3419
C -1.796 2.714 1.861  0.3873
H -0.343 2.154 6.204  0.2527
C -2.418 6.047 3.194  -0.2994
C -1.916 -0.386 4.753  -1.0582
C -0.604 4.100 3.127  -0.0999
C -1.190 -3.246 0.841  0.1007
H 0.549 -4.346 -4.551  0.2250
C -1.383 -5.211 -3.911  -0.9655
Si -0.380 -0.306 5.849  0.1113
H 1.170 2.115 -7.196  0.3970
H 5.396 -0.223 3.767  0.3602
C -1.518 -3.728 -4.047  -0.3399
H -5.427 5.807 1.627  0.3685
H 2.018 -0.246 7.348  0.1687
O -2.130 1.745 1.182  -0.7294
C 2.618 0.520 -7.034  -0.5842
H 4.405 -0.135 7.939  0.3519
H -2.169 -5.829 -4.321  0.2483
H -1.514 1.416 7.308  0.3360
H -0.722 -1.717 -5.290  0.3167
N 2.019 -0.296 -8.145  -0.0769
H 0.435 -1.655 -8.514  0.3654
C 0.294 -1.741 -0.766  0.9168
O 0.294 4.597 3.785  -0.7337
N 0.400 0.619 -5.981  0.0221
C -0.365 -1.750 -3.194  -1.6351
H 1.958 1.983 -5.632  0.3919
H -1.062 -0.653 -6.764  0.5044
H 3.437 1.114 -7.438  0.4195
C 2.770 -0.250 6.568  0.1198
C -0.176 -0.110 -7.077  -1.2098
C 0.279 -1.133 -2.113  0.2470
O 1.120 -1.371 0.052  -0.7845
C -0.483 -4.469 -4.853  -0.4056
H 1.697 0.351 -8.868  0.3717
H 6.141 -0.128 6.153  0.3279
C 0.968 0.641 -3.568  0.8315
H -0.954 -5.587 -2.993  0.3585
C -0.554 -1.758 7.081  -1.1094

Calculated values
M: 864.1 g mol⁻¹
HOMO level: -2.7 eV
Net charge: -1
Energy relative to the best compared isomer or geometry (same formula, charge and spin): 5.6 kcal per mole
Gap between HOMO and LUMO: 1.94 eV

---

Entry 5:
# C16H26N2O2

One molecule with the formula C16H26N2O2 (ωB97M-V/def2-TZVPD, the Open Molecules 2025 dataset).

Each line ends with the Mulliken charge.
Geometry (Å):
C -0.538 -0.830 0.515  -0.6390
H -2.963 3.062 -1.237  0.3604
C 4.761 0.407 -1.023  -0.6530
H -8.006 -0.570 -0.118  0.2314
H -2.513 -2.690 0.713  0.3731
C -4.261 -1.517 0.362  -0.5756
C 0.072 -1.073 -0.885  -0.7267
N 5.129 0.267 0.374  -0.0794
H 5.658 0.252 -1.628  0.4554
H 5.998 2.200 0.604  0.3726
C 3.977 0.493 1.226  -0.9055
H -4.340 3.999 -0.607  0.2303
H -0.491 -1.877 -1.369  0.3772
C -3.897 0.835 -0.013  0.6832
H 4.107 -1.624 -1.241  0.2411
H -0.078 0.053 0.962  0.2088
C 2.892 -0.538 0.936  -0.6005
H -4.913 -2.370 0.454  0.3775
C -3.666 3.168 -0.404  -0.9087
H 1.625 -2.318 -0.443  0.3302
N 1.465 -1.443 -0.929  -0.2345
C 3.704 -0.624 -1.398  -0.9364
H -0.321 -1.694 1.148  0.4353
H -1.853 1.462 0.057  0.4283
C 2.451 -0.454 -0.531  -0.1148
H 7.089 0.889 0.097  0.3384
H -7.006 -1.489 1.033  0.3654
C -2.538 0.633 0.140  -0.2301
H 6.507 0.953 1.766  0.3368
O -4.488 2.038 -0.270  -0.4293
H 4.301 0.403 2.267  0.4690
C -2.020 -0.634 0.406  -0.2302
C -7.029 -1.023 0.042  -0.9450
H 2.023 0.538 -0.724  0.3522
H -0.055 -0.170 -1.489  0.2946
H -3.108 3.374 0.516  0.3556
O -6.103 0.028 -0.059  -0.4128
C -4.780 -0.262 0.102  1.0264
H 2.050 -0.375 1.611  0.3181
H 3.438 -0.522 -2.450  0.3363
H 4.378 1.424 -1.237  0.3706
H 3.565 1.511 1.085  0.3798
H -6.857 -1.789 -0.722  0.3683
C -2.892 -1.700 0.510  -1.0491
C 6.233 1.130 0.727  -1.0887
H 3.296 -1.535 1.124  0.3431

Calculated values
M: 278.4 g mol⁻¹
HOMO level: -7.8 eV
Structure (SMILES): COc1ccc(CCNC2CCN(C)CC2)cc1OC
Energy relative to the best compared isomer or geometry (same formula, charge and spin): 51.6 kcal per mole
Gap between HOMO and LUMO: 8.64 eV

---

Entry 6:
# C33H22ClN4O4STi

C33H22ClN4O4STi as an isolated structure at a distorted geometry (ωB97M-V/def2-TZVPD, the Open Molecules 2025 dataset).

Each line ends with the Mulliken charge.
Geometry (Å):
H 11.668 11.037 9.388  0.0176
C 13.438 6.950 13.204  -0.7318
C 7.307 6.216 7.471  -0.8377
C 5.010 7.431 10.759  -0.7713
C 7.559 7.285 6.675  -0.7274
O 10.164 8.398 13.037  -0.4083
H 7.916 6.740 12.274  0.3365
C 11.351 11.478 12.708  -0.0428
C 11.634 13.806 12.185  -0.9344
H 9.927 14.495 11.164  0.4320
H 11.566 10.575 13.182  0.4177
C 9.001 6.961 9.067  0.0713
H 8.068 14.215 9.979  0.6561
H 11.319 7.495 14.340  0.3706
H 4.040 6.999 10.631  0.4350
S 10.071 6.792 10.459  -0.3522
C 14.672 6.877 12.622  0.1350
C 6.659 9.223 10.400  0.2972
O 11.832 9.318 10.965  0.1030
H 9.786 11.316 6.344  0.4290
C 8.506 12.264 10.675  0.3718
N 9.939 9.223 8.796  0.5264
H 12.894 12.602 13.488  0.4761
C 14.969 7.630 11.482  -0.5888
C 14.031 8.377 10.835  -1.0442
C 6.646 12.759 9.348  -0.4180
H 6.697 5.294 7.106  0.2123
C 12.055 12.677 12.857  -0.9476
N 7.609 8.541 11.250  0.4555
C 6.259 11.432 9.479  -1.0726
H 5.635 5.761 11.916  0.4433
C 10.203 10.228 7.981  0.8287
H 5.342 11.148 9.023  0.6499
C 8.378 8.345 7.090  1.1041
C 9.514 10.347 6.719  -0.8791
C 5.959 6.681 11.452  -0.9918
N 8.259 10.971 10.681  0.6627
C 8.067 6.072 8.624  -0.0480
C 11.202 7.887 13.352  -0.7227
C 11.042 11.336 8.514  -1.1723
C 10.492 13.655 11.481  -0.2026
C 7.206 7.332 11.698  -0.0711
N 10.347 11.356 11.931  0.5457
O 5.665 14.899 8.963  -0.7387
C 7.048 10.557 10.126  0.3085
H 11.973 14.836 12.554  0.2960
C 9.787 12.492 11.356  0.3706
H 14.159 8.940 9.930  0.4573
H 15.995 7.653 11.163  0.4114
H 8.057 5.132 9.200  0.3519
H 10.357 12.046 8.914  0.1312
H 7.251 7.368 5.674  0.4653
C 12.688 8.459 11.393  0.2016
C 12.492 7.782 12.648  1.4944
C 8.501 9.503 6.347  -1.1462
C 9.120 8.221 8.318  -0.1120
C 5.527 13.699 8.680  0.2883
Cl 15.926 5.914 13.427  -0.2662
H 4.782 9.125 9.420  0.2588
H 13.185 6.314 14.122  0.2284
H 11.772 11.806 7.771  0.4869
Ti 9.719 9.327 11.106  -0.1154
O 4.662 13.155 8.031  -0.7076
C 7.803 13.208 10.001  -1.0435
C 5.406 8.609 10.195  -0.1014
H 7.891 9.636 5.476  0.4677

Calculated values
M: 654.0 g mol⁻¹
⟨S²⟩: 2.02
HOMO level (alpha / beta): -3.0 / -4.9 eV
Spin multiplicity: 3
Net charge: -1
Energy relative to the best compared isomer or geometry (same formula, charge and spin): 57.8 kcal per mole
Gap between HOMO and LUMO (alpha / beta): 4.81 / 6.66 eV

---

Entry 7:
# C29H48HfNOP3S

C29H48HfNOP3S as an isolated structure at a distorted geometry (ωB97M-V/def2-TZVPD, the Open Molecules 2025 dataset).

Each line ends with the Mulliken charge.
Geometry (Å):
C -1.598 2.068 3.821  -0.5315
C -3.515 -0.512 -0.424  -1.2601
H 0.482 -0.976 -3.569  0.1208
C -0.447 -3.626 6.507  -0.4855
H 0.234 -0.379 -8.475  0.3815
H -3.105 0.966 -3.118  0.6064
H -2.639 2.015 3.492  0.5475
C 3.341 1.567 1.803  -1.2094
C 1.056 2.085 4.714  -0.7493
C 0.449 0.877 4.362  -0.1205
H -0.450 -1.925 1.759  0.3860
C 1.729 -3.237 -0.728  -1.1984
H 0.775 -2.334 3.587  0.1411
H 0.919 2.578 1.653  0.2931
H 4.426 1.458 1.931  0.5346
C -0.510 2.897 -7.721  -0.4774
C -0.994 3.269 4.191  -0.7302
C -0.845 0.879 3.851  0.5248
H -4.441 -0.244 -0.957  0.4839
P 0.555 -1.966 -1.335  0.4636
H 4.894 0.158 -0.161  0.5379
H 1.381 -3.931 5.398  0.4200
N -0.572 -0.904 1.835  0.0473
H 2.747 -2.838 -0.636  0.3388
H -0.754 2.818 1.003  0.4597
H 1.385 -2.502 -3.615  0.5131
H -1.922 -0.380 -3.106  0.6126
C 0.238 2.395 0.810  -0.2578
C -1.423 1.399 -6.055  -0.3287
H -1.676 -2.422 -2.269  0.3632
C 0.741 2.247 -0.525  -1.1081
H -3.694 -0.451 0.659  0.3936
C -2.142 0.621 -2.709  -1.6008
H 0.494 1.958 -9.379  0.4005
P -2.154 0.623 -0.876  0.8186
C -1.130 -1.814 4.447  0.5385
H 3.780 -0.963 -1.002  0.3394
H 0.122 2.488 -1.405  0.4056
C -2.888 2.258 -0.501  -1.4095
H 3.603 0.799 -1.217  0.3345
H -3.243 -1.548 -0.671  0.3013
H 3.140 2.477 1.222  0.4227
P 2.705 0.089 0.931  0.7265
H 4.424 -1.227 2.051  0.5257
S -1.575 -0.597 3.178  0.1734
Hf 0.179 0.086 0.149  0.4438
C -2.016 -2.052 5.525  -0.4229
H -3.834 2.370 -1.049  0.5056
H 0.811 4.228 4.901  0.4726
H -2.013 1.201 -5.158  0.4372
C 3.857 0.010 -0.498  -1.2020
H -2.966 -1.519 5.548  0.4609
C -1.229 2.695 -6.534  -0.3704
H 2.949 -1.069 3.047  0.3546
H 2.872 1.673 2.791  0.1572
C -0.732 0.338 -6.634  0.6485
H 0.971 -0.073 4.480  0.5025
C 0.424 -3.403 5.439  -0.7964
H 2.125 -1.036 -2.935  0.3417
H 2.980 -2.221 1.679  0.2801
H -0.129 -1.484 -6.192  0.3205
C -0.138 0.484 -7.910  -0.6924
H -3.079 2.351 0.577  0.3673
H -1.634 3.538 -5.962  0.3924
C 3.323 -1.235 2.026  -1.2232
H -1.443 -3.224 -0.715  0.3718
H -1.568 4.201 4.146  0.4702
C 1.189 -1.601 -3.010  -0.9857
H -0.351 3.904 -8.094  0.4231
C 0.082 -2.502 4.408  0.1650
H 1.827 2.284 -0.736  0.3870
H 2.082 2.089 5.097  0.5775
H -0.179 -4.316 7.310  0.4384
H -2.202 3.065 -0.795  0.4019
H 1.429 -3.579 0.272  0.3631
H 1.764 -4.117 -1.390  0.5329
C -0.012 1.784 -8.427  -0.3851
C -1.672 -2.948 6.549  -0.6787
C -0.945 -2.972 -1.661  -1.1921
H -0.708 -3.916 -2.178  0.5491
C 0.338 3.288 4.619  -0.5817
H -1.351 1.301 -3.057  0.4209
O -0.539 -0.716 -5.758  -0.3683
H -2.362 -3.121 7.379  0.4244

Calculated values
M: 730.2 g mol⁻¹
HOMO level (alpha / beta): -16.6 / -16.6 eV
Net charge: +4
Gap between HOMO and LUMO (alpha / beta): 1.97 / 1.97 eV

---

Entry 8:
# C10H15ClNSi

A 2-piece molecular cluster, C10H15ClNSi overall at a distorted geometry (ωB97M-V/def2-TZVPD, the Open Molecules 2025 dataset).

Each line ends with the Mulliken charge.
Geometry (Å):
C 0.059 -2.271 -0.718  -0.6483
H -2.551 2.036 -1.477  0.3845
H 0.295 1.390 1.958  0.6275
C -2.683 0.206 -0.216  -0.3329
H 1.640 -0.782 2.100  0.2704
H -2.709 -1.437 1.224  0.4070
H -0.656 2.953 -0.199  0.4212
C -2.203 -0.517 0.866  -0.6093
H 3.216 -0.916 1.173  0.4690
C -2.107 1.450 -0.592  -0.2777
H -0.670 -3.075 -1.185  0.2729
H 0.686 -0.464 -3.430  0.3499
H 0.479 -2.525 0.309  0.2309
H 3.421 0.926 2.877  0.2559
C 2.340 -0.280 1.355  -0.5610
Cl 1.986 1.630 -1.541  -0.1788
H -3.540 -0.092 -0.777  0.4566
C -0.514 1.179 1.234  -0.6816
C -1.032 -0.030 1.558  -0.1727
C -1.071 1.968 0.173  -0.5167
H -0.519 -0.592 2.361  0.4993
C 0.382 -1.123 -1.288  0.7410
Si 1.414 0.123 -0.333  0.6655
C -0.160 -0.721 -2.740  -1.4250
H -0.604 -1.609 -3.121  0.4659
H 3.283 1.488 1.315  0.2049
N 2.806 1.066 2.066  -0.5373
H -0.987 0.021 -2.956  0.2190

Calculated values
M: 212.8 g mol⁻¹
HOMO level: -13.2 eV
Net charge: +1
Energy relative to the best compared isomer or geometry (same formula, charge and spin): 6.6 kcal per mole
Gap between HOMO and LUMO: 8.47 eV